[1]
Computed, not measured: a cluster of 7 separate species, C27H12Cl24F8N2O7 in total, with ωB97M-V with the def2-TZVPD basis set.

Geometry as ORCA input:
```
! wB97M-V def2-TZVPD RIJCOSX def2/J DEFGRID3
* xyz 0 1
C 0.561 -3.457 0.639
C 0.284 -2.288 0.390
C -0.325 -0.911 -0.099
C -1.926 -0.861 -0.075
O -2.446 -0.751 1.024
C -2.911 -0.989 -1.304
F -2.765 0.007 -2.284
F -2.736 -2.289 -1.846
C -4.471 -0.936 -0.894
F -5.153 -1.260 -2.102
F -4.824 -1.942 0.002
C -4.980 0.519 -0.490
F -3.972 1.402 -0.086
F -5.924 0.443 0.554
C -5.694 1.217 -1.760
O -6.855 1.066 -2.053
O -4.841 2.070 -2.478
N -0.005 -0.055 1.097
C -0.185 1.365 0.711
O -0.415 2.311 1.424
C -0.057 1.332 -0.901
C 0.465 -0.146 -1.294
C 2.021 -0.042 -0.954
C 2.912 0.653 -2.064
O 3.665 0.003 -2.789
C 2.963 2.231 -2.305
C 3.597 3.061 -1.197
C 3.652 4.551 -1.318
C 3.062 5.211 -2.546
C 2.442 4.429 -3.674
C 2.402 2.912 -3.510
N 0.016 -0.721 -2.586
C 0.592 -2.033 -2.870
O 1.744 -2.283 -3.081
F -0.291 -3.132 -2.958
C 0.098 0.209 -3.698
O -0.649 1.115 -3.923
F 1.163 0.043 -4.634
H 0.732 -4.552 0.823
H -5.275 2.341 -3.314
H 0.907 -0.240 1.533
H -1.152 1.536 -1.188
H 0.457 2.220 -1.370
H 2.407 -1.117 -0.866
H 2.266 0.452 0.030
H 4.012 2.501 -0.300
H 4.109 5.162 -0.486
H 3.066 6.337 -2.640
H 1.986 4.876 -4.597
H 1.920 2.342 -4.350
Cl 0.266 -2.042 -5.841
C -0.161 -3.392 -6.911
Cl -0.888 -2.757 -8.401
Cl 1.301 -4.312 -7.312
Cl -1.323 -4.453 -6.091
Cl -7.458 -3.383 2.036
C -5.983 -3.995 2.810
Cl -5.589 -5.595 2.148
Cl -4.643 -2.878 2.493
Cl -6.244 -4.128 4.560
Cl 2.447 3.749 2.668
C 1.426 3.860 4.117
Cl 0.464 2.381 4.264
Cl 2.454 4.045 5.552
Cl 0.348 5.261 3.976
Cl 5.939 -0.166 0.401
C 6.212 0.940 1.763
Cl 4.724 1.850 2.091
Cl 6.661 0.004 3.200
Cl 7.518 2.074 1.349
Cl -8.559 -7.500 8.588
C -7.698 -7.038 7.107
Cl -6.967 -5.436 7.323
Cl -6.426 -8.227 6.766
Cl -8.840 -6.988 5.750
Cl 10.082 1.422 5.991
C 9.074 2.843 5.650
Cl 10.076 4.307 5.707
Cl 8.352 2.681 4.036
Cl 7.786 2.960 6.865
*
```

Results
Gap between HOMO and LUMO in eV: 8.48
SMILES string: C#C[C@@]1(C(=O)C(F)(F)C(F)(F)C(F)(F)C(=O)O)NC(=O)C[C@]1(CC(=O)c1ccccc1)N(C(=O)F)C(=O)F.ClC(Cl)(Cl)Cl.ClC(Cl)(Cl)Cl.ClC(Cl)(Cl)Cl.ClC(Cl)(Cl)Cl.ClC(Cl)(Cl)Cl.ClC(Cl)(Cl)Cl

***

[2]
Computed, not measured: a structure of composition C27H16Cl5N4ORuS2, with ωB97M-V with the def2-TZVPD basis set.

Geometry as ORCA input:
```
! wB97M-V def2-TZVPD RIJCOSX def2/J DEFGRID3
* xyz -2 2
Ru -0.903 0.463 -0.496
Cl 0.561 -2.005 0.299
C 0.552 -1.572 -1.846
C 0.477 -0.188 -2.054
C 0.793 0.187 -3.346
Cl 0.788 1.890 -3.776
C 1.057 -0.751 -4.361
Cl 1.607 -0.228 -5.921
C 0.856 -2.105 -4.124
Cl 1.063 -3.265 -5.402
C 0.446 -2.498 -2.836
Cl -0.012 -4.171 -2.575
S 0.464 2.172 0.062
C -0.087 3.468 -0.933
C 0.616 4.678 -0.975
C 0.193 5.734 -1.765
C 0.942 6.958 -1.767
N 1.555 7.933 -1.758
C -0.965 5.597 -2.555
C -1.668 4.397 -2.513
C -1.253 3.341 -1.713
S -2.207 1.879 -1.638
C -1.428 6.663 -3.390
N -1.818 7.509 -4.068
H 1.511 4.786 -0.375
H -2.559 4.284 -3.117
C -0.712 1.062 3.861
C -1.352 -0.249 3.550
C -1.483 -1.234 4.474
C -2.046 -2.525 4.167
C -2.395 -2.814 2.900
C -2.247 -1.820 1.834
C -2.552 -2.174 0.380
C -1.816 -0.438 2.146
N -1.651 0.527 1.334
H -0.637 1.219 4.939
H -1.265 1.872 3.389
H 0.287 1.079 3.415
H -1.116 -1.044 5.478
H -2.116 -3.285 4.935
H -2.752 -3.801 2.633
H -3.139 -3.092 0.297
H -1.654 -2.438 -0.202
H -2.984 -1.331 -0.165
O 2.695 -0.708 1.399
N 1.340 -0.684 1.036
C 3.699 -1.593 1.293
C 3.857 -2.934 1.226
C 3.099 -4.128 1.124
C 1.815 -4.381 0.747
C 0.809 -3.513 0.346
H 4.614 -1.011 1.325
H 4.924 -3.149 1.259
H 3.700 -5.018 1.297
H 1.553 -5.437 0.711
H -1.056 -2.116 1.812
*
```

Results
Energy relative to the best compared isomer or geometry (same formula, charge and spin) in eV: 14.262
Gap between HOMO and LUMO (spin up / spin down) in eV: 5.65 / 5.26

***

[3]
Computed, not measured: a structure of composition C27H16ClMnN5O3S2, with ωB97M-V with the def2-TZVPD basis set.

Geometry as ORCA input:
```
! wB97M-V def2-TZVPD RIJCOSX def2/J DEFGRID3
* xyz -2 6
Mn 4.197 11.286 13.368
O 4.356 16.778 13.912
C 4.189 16.632 12.581
C 4.355 17.761 11.764
C 4.330 17.666 10.386
C 4.153 16.385 9.793
C 3.893 15.294 10.573
C 3.886 15.388 11.981
C 3.600 14.165 12.748
O 3.321 13.066 12.199
N 3.808 14.299 14.047
N 3.620 13.142 14.697
C 3.434 13.169 16.005
C 3.473 12.015 16.827
C 3.770 12.193 18.199
C 3.848 11.126 19.056
C 3.801 9.856 18.539
C 3.598 9.593 17.167
C 3.464 10.667 16.253
O 3.256 10.436 14.973
H 4.230 15.812 14.221
H 4.548 18.691 12.278
H 4.443 18.565 9.779
H 4.249 16.284 8.718
H 3.717 14.313 10.141
H 3.239 14.107 16.497
H 3.878 13.214 18.596
H 4.026 11.275 20.135
H 3.895 8.981 19.169
H 3.595 8.569 16.822
S 5.736 11.113 11.362
C 5.042 9.987 10.241
C 5.712 9.766 9.014
C 5.344 8.731 8.156
C 6.153 8.308 7.075
N 6.834 7.971 6.203
C 4.253 7.877 8.545
C 3.553 8.096 9.732
C 3.855 9.204 10.564
S 2.851 9.581 11.889
C 3.826 6.780 7.783
N 3.510 5.851 7.167
H 6.522 10.467 8.748
H 2.829 7.369 9.977
Cl 6.610 14.434 16.957
C 6.702 12.793 16.420
C 6.849 11.722 17.312
C 6.663 10.399 16.798
C 6.322 10.223 15.507
N 6.170 11.269 14.670
C 6.541 12.487 15.060
H 6.919 11.851 18.377
H 6.651 9.554 17.478
H 6.161 9.265 14.995
H 6.630 13.266 14.293
*
```

Results
Energy relative to the best compared isomer or geometry (same formula, charge and spin) in eV: 0.000
Gap between HOMO and LUMO (spin up / spin down) in eV: 5.29 / 5.44

***

[4]
Computed, not measured: a structure of composition C27H18AlN7O6S, with ωB97M-V with the def2-TZVPD basis set.

Geometry as ORCA input:
```
! wB97M-V def2-TZVPD RIJCOSX def2/J DEFGRID3
* xyz 2 1
Al 0.032 0.180 -0.953
O 5.991 -4.347 -0.277
N 4.839 -4.439 -0.631
O 4.212 -5.473 -0.766
C 4.069 -3.175 -0.776
C 4.770 -2.083 -1.121
C 4.105 -0.830 -1.337
C 4.766 0.365 -1.670
C 4.035 1.518 -1.833
C 2.652 1.475 -1.676
N 2.005 0.353 -1.373
C 2.726 -0.781 -1.198
C 1.992 -1.950 -0.813
N 0.661 -1.764 -0.655
C -0.066 -2.764 -0.182
C 0.496 -4.004 0.116
C 1.836 -4.216 -0.090
C 2.640 -3.158 -0.571
H 5.844 -2.154 -1.232
H 5.844 0.370 -1.786
H 4.516 2.456 -2.074
H 2.049 2.368 -1.785
H -1.123 -2.577 -0.026
H -0.131 -4.792 0.506
H 2.275 -5.178 0.121
O -0.264 2.016 -0.425
C -0.243 1.613 0.797
O 0.040 0.368 0.919
C -0.565 2.478 1.933
C -0.702 1.913 3.202
C -1.084 2.710 4.266
C -1.303 4.054 4.030
C -1.150 4.640 2.789
C -0.787 3.837 1.725
N -1.733 4.914 5.168
O -1.758 6.109 4.969
O -2.144 4.345 6.157
H -0.511 0.858 3.344
H -1.210 2.313 5.262
H -1.315 5.701 2.676
H -0.667 4.259 0.735
N -0.602 2.106 -3.681
C -0.244 1.278 -2.971
H -0.916 2.834 -4.303
N -0.944 -1.722 -3.351
C -1.891 -1.420 -2.433
N -1.754 -0.539 -1.441
C -2.951 -0.488 -0.669
C -3.227 0.363 0.396
C -4.447 0.256 1.040
C -5.400 -0.677 0.635
C -5.152 -1.508 -0.441
C -3.925 -1.393 -1.078
S -3.378 -2.279 -2.473
H -0.185 -1.088 -3.528
H -1.186 -2.333 -4.113
H -2.526 1.122 0.707
H -4.666 0.919 1.869
H -6.349 -0.741 1.152
H -5.895 -2.219 -0.783
*
```

Results
Gap between HOMO and LUMO in eV: 7.64

***

Copy entry 2 word for word.
Computed, not measured: a structure of composition C27H16Cl5N4ORuS2, with ωB97M-V with the def2-TZVPD basis set.

Geometry as ORCA input:
```
! wB97M-V def2-TZVPD RIJCOSX def2/J DEFGRID3
* xyz -2 2
Ru -0.903 0.463 -0.496
Cl 0.561 -2.005 0.299
C 0.552 -1.572 -1.846
C 0.477 -0.188 -2.054
C 0.793 0.187 -3.346
Cl 0.788 1.890 -3.776
C 1.057 -0.751 -4.361
Cl 1.607 -0.228 -5.921
C 0.856 -2.105 -4.124
Cl 1.063 -3.265 -5.402
C 0.446 -2.498 -2.836
Cl -0.012 -4.171 -2.575
S 0.464 2.172 0.062
C -0.087 3.468 -0.933
C 0.616 4.678 -0.975
C 0.193 5.734 -1.765
C 0.942 6.958 -1.767
N 1.555 7.933 -1.758
C -0.965 5.597 -2.555
C -1.668 4.397 -2.513
C -1.253 3.341 -1.713
S -2.207 1.879 -1.638
C -1.428 6.663 -3.390
N -1.818 7.509 -4.068
H 1.511 4.786 -0.375
H -2.559 4.284 -3.117
C -0.712 1.062 3.861
C -1.352 -0.249 3.550
C -1.483 -1.234 4.474
C -2.046 -2.525 4.167
C -2.395 -2.814 2.900
C -2.247 -1.820 1.834
C -2.552 -2.174 0.380
C -1.816 -0.438 2.146
N -1.651 0.527 1.334
H -0.637 1.219 4.939
H -1.265 1.872 3.389
H 0.287 1.079 3.415
H -1.116 -1.044 5.478
H -2.116 -3.285 4.935
H -2.752 -3.801 2.633
H -3.139 -3.092 0.297
H -1.654 -2.438 -0.202
H -2.984 -1.331 -0.165
O 2.695 -0.708 1.399
N 1.340 -0.684 1.036
C 3.699 -1.593 1.293
C 3.857 -2.934 1.226
C 3.099 -4.128 1.124
C 1.815 -4.381 0.747
C 0.809 -3.513 0.346
H 4.614 -1.011 1.325
H 4.924 -3.149 1.259
H 3.700 -5.018 1.297
H 1.553 -5.437 0.711
H -1.056 -2.116 1.812
*
```

Results
Energy relative to the best compared isomer or geometry (same formula, charge and spin) in eV: 14.262
Gap between HOMO and LUMO (spin up / spin down) in eV: 5.65 / 5.26